C3H6N2OS | wB97M-V/def2-TZVPD

Computed properties:
DFT total energy: -19069.81023 eV
Energy above the lowest of the compared OMol25 structures with the same formula, charge and spin: 54.34 kcal/mol
Frontier orbital gap: 9.051 eV
Total charge: 0
SMILES: C/N=C1\NSCO1

XYZ file:
```
13
Properties=species:S:1:pos:R:3:forces:R:3
C -2.22323 -0.45016 -0.12331 0.759 1.519 -0.608
C -0.09704 0.46549 0.01194 0.026 -0.897 -0.153
C 2.21899 0.89167 0.03485 -0.939 0.148 1.702
H -3.23994 -0.13143 -0.32982 -0.041 0.078 0.323
H -1.96988 -1.14549 -0.92043 0.190 -0.204 -0.151
H -2.12513 -0.93402 0.82375 -0.335 -0.495 0.736
H -0.09109 -1.62363 0.12540 0.133 0.230 -0.118
H 2.43965 1.04292 1.10365 0.179 0.049 -0.299
H 2.97406 1.42440 -0.55583 -0.569 -0.376 -0.241
N -1.31914 0.74753 -0.15044 0.163 -0.990 -0.070
N 0.47665 -0.81509 0.35048 -0.773 1.526 0.166
O 0.88209 1.40372 -0.13812 0.129 -0.042 -0.425
S 2.07400 -0.87592 -0.23213 1.079 -0.548 -0.862
```
Positions in Å, forces in eV/Å.